Density functional theory data (wB97M-V/def2-TZVPD) for a molecular structure, C39H54FN8O2Y.

Cartesian coordinates (Å):
Y (-0.6016, -0.0805, -0.4177)
C (-1.3879, 3.6876, -0.3515)
C (-0.1052, 3.3216, 0.3993)
C (1.0405, 2.9447, -0.5387)
N (0.6064, 1.7964, -1.3392)
C (0.7797, 1.8433, -2.6588)
C (1.8154, 2.5749, -3.2750)
C (2.0189, 2.9555, -4.6012)
C (1.1515, 2.9021, -5.6728)
C (-0.1217, 2.3309, -5.6373)
C (-0.6855, 1.5061, -4.6875)
C (-0.1636, 1.0068, -3.4514)
N (-0.6008, -0.0777, -2.8688)
C (-1.5262, -0.9390, -3.6208)
C (-1.5010, -2.3761, -3.0975)
C (-2.4509, -2.6434, -1.9415)
N (-2.3647, -1.5927, -0.9439)
C (-3.3094, -1.5252, -0.0095)
C (-4.0575, -2.6501, 0.3629)
C (-5.0080, -2.8473, 1.3674)
C (-5.6115, -1.9411, 2.2071)
C (-5.4579, -0.5564, 2.1402)
C (-4.6420, 0.2183, 1.3503)
C (-3.5994, -0.1140, 0.4419)
N (-2.8849, 0.7989, -0.1817)
C (-3.4272, 2.1517, -0.3497)
C (-2.6826, 3.2729, 0.3786)
H (-1.3694, 3.1822, -1.3188)
H (-1.3980, 4.7573, -0.5729)
H (-0.3012, 2.4637, 1.0509)
H (0.2041, 4.1342, 1.0600)
H (1.9268, 2.7060, 0.0565)
H (1.3004, 3.7934, -1.1731)
H (2.6055, 2.8656, -2.5921)
H (2.9736, 3.4350, -4.7924)
H (1.4632, 3.3771, -6.5958)
H (-0.7468, 2.5168, -6.5068)
H (-1.6868, 1.1567, -4.9136)
H (-1.2529, -0.9419, -4.6758)
H (-2.5467, -0.5436, -3.5517)
H (-0.4851, -2.5971, -2.7831)
H (-1.7473, -3.0659, -3.9062)
H (-2.2600, -3.6546, -1.5583)
H (-3.4786, -2.6571, -2.3252)
H (-3.7995, -3.5488, -0.1836)
H (-5.3178, -3.8800, 1.4952)
H (-6.3073, -2.3273, 2.9416)
H (-6.0893, 0.0104, 2.8183)
H (-4.7527, 1.2817, 1.5157)
H (-4.4826, 2.1763, -0.0895)
H (-3.3814, 2.3641, -1.4212)
H (-2.4579, 2.9429, 1.3982)
H (-3.3595, 4.1255, 0.4676)
C (-0.4607, -3.6484, 2.7712)
O (0.3463, -3.3173, 1.6547)
C (-0.0581, -4.0206, 0.5095)
C (0.9413, -3.8031, -0.5746)
O (0.9246, -2.4615, -1.0486)
C (1.7873, -2.3054, -2.1700)
H (-0.3887, -4.7184, 2.9930)
H (-1.5117, -3.3967, 2.5892)
H (-0.1030, -3.0746, 3.6209)
H (-1.0571, -3.6988, 0.1871)
H (-0.0959, -5.0967, 0.7161)
H (0.7102, -4.4700, -1.4107)
H (1.9370, -4.0537, -0.2006)
H (2.8252, -2.5026, -1.8983)
H (1.6866, -1.2865, -2.5366)
H (1.5055, -2.9986, -2.9663)
F (-1.8747, 4.1009, 5.3761)
C (-1.5145, 3.0503, 4.5971)
C (-2.4673, 2.1370, 4.2120)
C (-2.0868, 1.0683, 3.4051)
C (-0.7731, 0.8908, 2.9492)
C (-0.4260, -0.2256, 2.0122)
C (0.1563, 1.8342, 3.4069)
C (-0.1997, 2.9074, 4.2183)
H (-3.4928, 2.2546, 4.5493)
H (-2.8376, 0.3414, 3.1189)
H (-1.1494, -1.0312, 2.1970)
H (0.5654, -0.6248, 2.2528)
H (1.1912, 1.7428, 3.1092)
H (0.5377, 3.6285, 4.5547)
C (3.1818, 0.5363, 1.7011)
N (2.9616, -0.3421, 0.5379)
C (3.4117, -1.6901, 0.9245)
N (4.8254, -1.7135, 1.3268)
C (4.9951, -0.7928, 2.4602)
N (4.5862, 0.5769, 2.1234)
C (5.3956, 1.0306, 0.9849)
N (5.2396, 0.1613, -0.1896)
C (3.8195, 0.1416, -0.5564)
C (5.6266, -1.2022, 0.2050)
H (2.5787, 0.1693, 2.5282)
H (2.8612, 1.5455, 1.4475)
H (3.2862, -2.3609, 0.0783)
H (2.7858, -2.0482, 1.7423)
H (6.0428, -0.7884, 2.7629)
H (4.3908, -1.1462, 3.2953)
H (6.4453, 1.0407, 1.2791)
H (5.0981, 2.0454, 0.7181)
H (3.6923, -0.5071, -1.4220)
H (3.5018, 1.1494, -0.8321)
H (6.6782, -1.2012, 0.4939)
H (5.5024, -1.8673, -0.6510)

Force components x, y, z for each atom (eV/Å):
Y -0.49 0.00 -0.64
C -0.02 0.00 0.12
C -0.02 -0.12 -0.12
C -0.04 -0.28 0.03
N -0.30 -0.25 -0.06
C 0.01 0.11 0.03
C 0.00 -0.04 -0.09
C -0.10 0.01 0.12
C -0.01 -0.02 0.03
C -0.03 -0.14 0.06
C 0.06 0.10 -0.07
C 0.12 0.02 -0.08
N -0.20 -0.14 -0.03
C 0.12 0.02 0.24
C 0.05 0.11 0.01
C 0.02 0.09 0.11
N 0.41 0.05 0.03
C -0.10 0.24 0.06
C -0.17 -0.01 0.12
C 0.09 0.01 -0.11
C -0.02 -0.05 -0.02
C 0.02 0.07 -0.04
C -0.14 -0.05 0.05
C 0.01 -0.23 -0.16
N 0.43 0.17 -0.05
C 0.21 -0.03 0.19
C 0.10 -0.04 0.01
H -0.01 0.03 -0.08
H 0.02 0.01 0.04
H 0.01 0.06 0.01
H 0.01 -0.04 0.08
H 0.07 0.03 -0.02
H -0.01 0.06 -0.11
H 0.01 0.02 -0.02
H 0.00 0.02 0.03
H -0.03 -0.02 0.05
H 0.02 -0.03 0.03
H 0.06 0.01 0.00
H 0.07 0.01 -0.13
H -0.03 0.03 -0.01
H -0.08 -0.05 -0.10
H -0.03 -0.01 -0.05
H 0.05 -0.06 0.05
H -0.08 -0.06 0.00
H -0.01 -0.01 0.05
H 0.03 -0.01 -0.01
H 0.00 0.02 -0.03
H 0.02 0.00 0.00
H 0.01 -0.05 0.06
H -0.12 -0.02 0.01
H 0.01 -0.01 -0.08
H -0.02 0.08 -0.01
H 0.00 -0.01 -0.04
C 0.00 0.09 -0.07
O -0.03 -0.07 0.20
C -0.17 0.11 0.16
C 0.08 0.03 -0.34
O 0.03 0.38 0.13
C -0.02 0.00 0.05
H 0.01 -0.03 0.02
H 0.00 0.02 -0.02
H 0.02 0.04 0.01
H -0.01 0.02 0.05
H -0.04 -0.11 0.00
H -0.02 -0.08 -0.09
H 0.11 0.01 -0.02
H 0.05 -0.04 0.04
H -0.02 0.01 0.02
H -0.01 -0.03 -0.06
F 0.00 0.03 0.04
C 0.01 0.06 0.02
C -0.16 -0.26 -0.11
C -0.10 0.04 0.05
C -0.05 -0.18 -0.03
C -0.01 0.49 0.69
C 0.00 0.09 0.05
C 0.23 -0.07 -0.09
H 0.10 -0.03 -0.05
H 0.02 0.04 0.03
H 0.04 -0.14 -0.09
H -0.02 -0.09 -0.04
H 0.07 0.02 -0.01
H -0.05 -0.06 -0.04
C 0.18 -0.10 -0.09
N 0.00 0.07 0.01
C 0.17 0.17 0.01
N -0.04 0.13 -0.04
C -0.09 0.05 -0.20
N 0.00 -0.08 -0.11
C -0.12 -0.17 0.01
N -0.04 -0.07 0.12
C 0.06 -0.01 0.14
C -0.16 0.11 0.10
H -0.05 -0.02 0.08
H -0.02 0.05 0.01
H 0.01 -0.02 -0.03
H -0.02 -0.01 0.03
H 0.04 0.00 -0.01
H -0.04 -0.02 0.05
H 0.05 0.00 0.02
H -0.03 0.04 -0.02
H 0.01 -0.01 -0.04
H 0.00 0.01 0.00
H 0.03 0.01 0.01
H -0.02 -0.02 -0.05

Frontier orbital gap in eV: 7.18
Energy in hartree: -2245.17584
Highest occupied orbital energy in eV: -6.876
LUMO in hartree: 0.011
2S+1: 1
Net charge: 0